1.
Formula: C45H37MnN5OP
Source: the OMol25 dataset
Level of theory: ωB97M-V/def2-TZVPD

Results
* spin multiplicity: 5
* maximum force: 2.6 eV Å⁻¹
* gap between HOMO and LUMO (alpha / beta): 0.1908 / 0.2010 Eh
* M: 749.7 g/mol

Each line ends with the Löwdin spin population.
Atoms and positions in Å:
Mn: -0.87247 0.79481 -1.19329  3.242
C: -4.42804 2.40102 -2.82506  0.025
C: -3.06904 2.22836 -2.22443  0.194
N: -2.60039 1.01686 -1.87427  0.150
N: -3.39200 -0.06305 -2.01909  -0.032
C: -2.73892 -1.14399 -1.64905  0.080
O: -1.52499 -1.01460 -1.19042  0.056
C: -3.36566 -2.44959 -1.80138  0.001
C: -2.71847 -3.61203 -1.38111  0.018
C: -3.29212 -4.84996 -1.59010  -0.002
C: -4.52601 -4.94932 -2.21343  0.020
C: -5.18270 -3.79848 -2.63006  -0.001
C: -4.61395 -2.55801 -2.42294  0.017
C: -2.15076 3.27216 -2.00048  0.115
C: -2.41427 4.63655 -2.25752  0.049
C: -1.44203 5.57587 -2.04825  0.058
C: -0.19760 5.14960 -1.56272  0.099
C: -0.00758 3.81392 -1.29354  0.023
N: -0.92278 2.86009 -1.49883  0.132
H: -4.89333 1.42295 -2.89047  0.000
H: -4.36343 2.82671 -3.82552  0.008
H: -5.05489 3.05226 -2.21797  0.007
H: -1.75565 -3.53216 -0.90505  0.001
H: -2.77885 -5.74731 -1.27476  -0.001
H: -4.97050 -5.91991 -2.38565  0.001
H: -6.14052 -3.88512 -3.12698  -0.001
H: -5.11097 -1.65530 -2.74333  0.001
H: -3.38829 4.92840 -2.61817  0.002
H: -1.61790 6.62401 -2.24496  0.002
H: 0.60592 5.84923 -1.40416  0.006
H: 0.93884 3.49173 -0.88498  -0.002
N: 1.06230 0.28825 -0.68398  0.048
P: 1.46192 -1.19263 -0.10815  0.011
C: 3.26071 -1.32732 0.10652  0.003
C: 4.14328 -0.55991 -0.64684  0.000
C: 5.50787 -0.70896 -0.46842  0.000
C: 6.00031 -1.63001 0.44319  0.001
C: 5.11836 -2.42418 1.16218  0.000
C: 3.75803 -2.28389 0.98722  0.001
C: 1.03061 -2.60046 -1.15065  0.001
C: 0.81875 -2.44975 -2.51700  0.001
C: 0.47827 -3.55000 -3.27984  0.000
C: 0.34677 -4.79996 -2.69411  0.000
C: 0.56748 -4.94987 -1.33407  0.000
C: 0.91350 -3.85945 -0.56298  -0.001
C: 0.72398 -1.46158 1.52518  -0.001
C: -0.55155 -2.00854 1.61568  0.001
C: -1.15436 -2.15768 2.85202  -0.003
C: -0.49617 -1.73399 3.99640  0.001
C: 0.76483 -1.16467 3.90335  -0.002
C: 1.38227 -1.03077 2.67190  0.000
H: 3.75533 0.15823 -1.35545  0.000
H: 6.19246 -0.10484 -1.04720  0.000
H: 7.06591 -1.73887 0.59139  0.000
H: 5.49096 -3.15426 1.86269  0.000
H: 3.06955 -2.89310 1.55118  0.000
H: 0.89366 -1.46298 -2.95757  0.001
H: 0.30322 -3.43914 -4.33821  0.000
H: 0.06580 -5.65305 -3.29298  0.000
H: 0.45151 -5.91840 -0.87301  0.000
H: 1.06071 -3.97751 0.50092  0.000
H: -1.06412 -2.30920 0.71334  0.000
H: -2.13881 -2.60154 2.91438  0.000
H: -0.97134 -1.84699 4.96088  0.000
H: 1.27291 -0.82244 4.79255  0.000
H: 2.37317 -0.60266 2.60025  0.000
N: 0.31387 1.00674 0.23441  0.053
C: 0.75487 1.82132 1.18759  -0.162
C: -0.30776 2.35326 2.02198  -0.006
C: -1.60694 1.81741 1.90289  -0.034
C: -2.66118 2.32484 2.62745  0.004
C: -2.46861 3.37049 3.52045  -0.047
C: -1.19962 3.91960 3.64434  0.004
C: -0.14246 3.43674 2.89849  -0.038
C: 2.16458 2.15049 1.34672  -0.015
C: 2.75752 2.27659 2.61303  -0.028
C: 4.08739 2.61824 2.74390  0.002
C: 4.87230 2.84796 1.62217  -0.032
C: 4.31756 2.68220 0.36193  0.002
C: 2.99105 2.32943 0.22519  -0.029
H: -1.78407 0.97076 1.23143  0.001
H: -3.64130 1.88959 2.50080  0.001
H: -3.29396 3.75537 4.10285  -0.003
H: -1.03052 4.74239 4.32468  0.001
H: 0.81891 3.92012 2.97186  -0.002
H: 2.17085 2.07798 3.49758  -0.001
H: 4.51684 2.69985 3.73315  0.001
H: 5.90146 3.15439 1.73357  -0.002
H: 4.92305 2.83168 -0.52265  0.001
H: 2.57745 2.20898 -0.76666  -0.002

***

2.
Formula: C45H37N7O2Sr
Source: the OMol25 dataset
Level of theory: ωB97M-V/def2-TZVPD

Results
* spin multiplicity: 1
* maximum force: 2.4 eV Å⁻¹
* gap between HOMO and LUMO: 0.2437 Eh
* M: 795.5 g/mol

Each line ends with the Mulliken charge.
Atoms and positions in Å:
Sr: -0.12199 -0.69661 1.52522  2.547
C: -1.35213 -4.18990 2.02839  -1.435
C: 0.09428 -3.84078 2.22252  0.789
C: 1.11615 -4.68264 1.79070  -0.747
C: 2.42713 -4.35238 2.07985  -0.555
C: 2.69061 -3.20268 2.81049  -1.045
C: 1.62216 -2.39295 3.16296  1.324
N: 0.35848 -2.70028 2.86459  -0.460
C: 1.86579 -1.15083 3.94510  0.095
C: 2.49756 -1.25440 5.17951  -0.734
C: 2.77969 -0.09519 5.87728  -0.782
C: 2.46793 1.12085 5.29714  -0.629
C: 1.84715 1.13859 4.05184  0.128
N: 1.51574 0.01701 3.40407  0.378
C: 1.61971 2.45844 3.39659  0.263
C: 2.71032 3.28245 3.14932  -0.923
C: 2.47926 4.52498 2.57958  -0.552
C: 1.17843 4.91406 2.32455  -0.782
C: 0.13655 4.03594 2.62503  0.951
C: -1.29796 4.42920 2.41984  -1.223
N: 0.36779 2.81921 3.12377  -0.121
H: -1.59789 -5.07540 2.61707  0.455
H: -1.56570 -4.41445 0.98486  0.380
H: -1.97838 -3.35959 2.35320  0.124
H: 0.88082 -5.58580 1.24374  0.476
H: 3.23789 -4.99127 1.75553  0.463
H: 3.70016 -2.92726 3.08166  0.526
H: 2.74560 -2.22889 5.57693  0.519
H: 3.25112 -0.13906 6.85025  0.434
H: 2.68937 2.05316 5.79754  0.536
H: 3.71471 2.95558 3.38353  0.498
H: 3.30722 5.18174 2.34558  0.436
H: 0.96093 5.88457 1.89817  0.424
H: -1.54294 5.27791 3.06177  0.508
H: -1.94860 3.59649 2.67672  0.068
H: -1.48516 4.72872 1.38677  0.279
N: -0.75451 1.73666 0.18832  0.349
C: -2.05700 1.86794 -0.32530  0.316
C: -2.20835 2.24162 -1.65996  -0.470
C: -3.45784 2.38765 -2.23527  -0.564
C: -4.58913 2.14547 -1.47417  -0.891
C: -4.44139 1.75740 -0.15211  -0.831
C: -3.19580 1.62292 0.46967  0.265
C: -3.16766 1.22347 1.91393  -0.036
C: -4.16046 1.77156 2.74211  -0.319
C: -4.31810 1.34105 4.04921  -0.847
C: -3.47571 0.35457 4.54028  -0.856
C: -2.45567 -0.13081 3.73134  -1.163
C: -2.23602 0.28206 2.40557  1.125
H: -0.05304 2.21384 -0.35789  0.212
H: -0.69663 1.96422 1.17337  -0.511
H: -1.31675 2.41566 -2.25517  0.391
H: -3.54881 2.68737 -3.27195  0.404
H: -5.57564 2.25200 -1.90639  0.403
H: -5.32955 1.53259 0.42316  0.513
H: -4.81174 2.55433 2.36682  0.516
H: -5.09681 1.76128 4.67451  0.384
H: -3.60185 -0.02322 5.55005  0.403
H: -1.79540 -0.88977 4.16243  0.215
C: 1.42600 3.10418 -6.47888  -0.806
O: 2.22116 2.08277 -7.04555  -0.448
C: 1.96355 0.80401 -6.65994  0.844
C: 2.79595 -0.18176 -7.18259  -0.538
C: 2.62019 -1.50521 -6.83317  -0.447
C: 1.63304 -1.87689 -5.92204  0.015
C: 0.76827 -0.88883 -5.44597  -0.303
C: 0.92479 0.43654 -5.81004  -0.407
N: 1.42024 -3.26042 -5.67186  -0.600
N: 1.12906 -3.72302 -4.55341  -0.409
C: 1.24394 -2.96280 -3.36657  -0.026
C: 2.39912 -2.27272 -3.04878  -0.247
C: 2.54311 -1.58099 -1.85138  -0.920
C: 1.49182 -1.45738 -0.93244  0.806
O: 1.57125 -0.77940 0.15589  -1.103
C: 0.25906 -2.13646 -1.28444  0.008
N: -0.80489 -1.94742 -0.46596  0.373
C: -1.95492 -2.51644 -0.75487  -1.085
C: -2.13204 -3.35492 -1.86585  -1.154
C: -1.07499 -3.56172 -2.71188  -0.787
C: 0.16222 -2.93136 -2.45697  0.618
H: 1.79647 4.04097 -6.88622  0.237
H: 1.51999 3.12204 -5.38908  0.332
H: 0.37220 2.98965 -6.74731  0.324
H: 3.57547 0.11538 -7.87203  0.426
H: 3.26920 -2.26780 -7.24453  0.404
H: -0.05903 -1.15582 -4.80462  0.398
H: 0.22930 1.16433 -5.41660  0.422
H: 3.22842 -2.31236 -3.74595  0.412
H: 3.47725 -1.08570 -1.61817  0.452
H: -2.77992 -2.29847 -0.08335  0.642
H: -3.09295 -3.81880 -2.04189  0.447
H: -1.17025 -4.19166 -3.58774  0.499

***

3.
Formula: C45H37N7O9Pb
Source: the OMol25 dataset
Level of theory: ωB97M-V/def2-TZVPD

Results
* charge: -2
* spin multiplicity: 1
* maximum force: 1.5 eV Å⁻¹
* gap between HOMO and LUMO: 0.1866 Eh
* M: 1027.0 g/mol

Each line ends with the Mulliken charge.
Atoms and positions in Å:
Pb: 0.06112 0.51222 -0.45576  3.807
O: 2.74334 -2.51467 -4.78515  -0.727
C: 1.81475 -1.87495 -5.50975  0.290
C: 1.58450 -2.28206 -6.82525  -0.648
C: 0.66416 -1.62325 -7.61845  -0.370
C: -0.01641 -0.51838 -7.13177  -0.751
C: 0.17633 -0.13113 -5.81940  -0.435
C: 1.05705 -0.80930 -4.98739  0.470
C: 1.10147 -0.42472 -3.54604  0.228
O: 0.22887 0.33113 -3.08730  -1.051
N: 2.15802 -0.94425 -2.90979  -1.514
N: 2.19008 -0.78949 -1.58327  1.390
C: 3.29216 -0.97915 -0.96230  -1.399
C: 3.38979 -0.81818 0.46257  1.065
C: 4.56821 -1.19980 1.13171  -1.075
C: 4.68504 -0.94517 2.47986  -0.375
C: 3.63739 -0.31118 3.13447  -0.878
C: 2.50039 -0.00248 2.39884  -0.456
N: 2.37870 -0.24748 1.11753  0.636
H: 2.74790 -2.01659 -3.88653  0.502
H: 2.13054 -3.13732 -7.20102  0.389
H: 0.48021 -1.97550 -8.62641  0.352
H: -0.70817 0.01826 -7.76762  0.387
H: -0.35644 0.70706 -5.39505  0.418
H: 4.21695 -1.23371 -1.49768  0.155
H: 5.36212 -1.69777 0.58909  0.449
H: 5.58093 -1.22392 3.02390  0.393
H: 3.70613 -0.08214 4.18779  0.459
H: 1.64945 0.47549 2.86215  0.286
C: -1.74707 4.59417 -2.52808  -2.125
C: -0.60594 3.73753 -1.95314  0.634
O: -0.94367 2.67530 -1.44936  -0.255
C: 0.73380 4.26564 -2.00644  0.756
C: 1.03003 5.41902 -2.74784  -0.800
C: 2.27196 6.00429 -2.75537  -0.714
C: 3.28710 5.44640 -1.96485  -0.374
C: 3.04892 4.32590 -1.23196  -0.935
C: 1.78093 3.63273 -1.22463  0.074
O: 1.68501 2.58056 -0.56224  -0.230
H: -2.68003 4.09579 -2.27325  0.404
H: -1.67888 4.67680 -3.61122  0.429
H: -1.74046 5.59084 -2.09430  0.406
H: 0.25416 5.86730 -3.35718  0.301
H: 2.47224 6.88810 -3.35268  0.341
H: 4.26939 5.91441 -1.94911  0.365
H: 3.82952 3.88403 -0.62437  0.326
C: -1.17228 -3.20103 -3.21519  -1.016
C: -2.54736 -3.08012 -3.33826  -0.673
C: -3.23322 -2.26984 -2.45511  -1.153
C: -2.51976 -1.53644 -1.49883  0.253
N: -1.19579 -1.65527 -1.40794  0.623
C: -0.55242 -2.47660 -2.20728  -0.777
C: -3.17217 -0.58177 -0.60056  1.013
C: -4.51892 -0.72691 -0.25379  -0.926
C: -5.13486 0.20171 0.55970  -0.744
C: -4.41295 1.30602 0.98980  -0.734
C: -3.07755 1.43202 0.64942  -0.450
C: -2.39672 0.48386 -0.11637  -0.041
H: -0.59557 -3.80803 -3.89798  0.448
H: -3.07715 -3.61876 -4.11527  0.368
H: -4.30604 -2.16382 -2.53632  0.415
H: 0.50634 -2.56633 -2.02944  0.765
H: -5.08928 -1.58463 -0.59170  0.350
H: -6.17286 0.06724 0.84954  0.323
H: -4.89379 2.04969 1.62030  0.388
H: -2.53329 2.29841 0.99720  0.355
C: 0.46284 5.25238 3.81478  -1.125
N: -0.10415 3.93626 3.70383  0.279
C: -0.59138 3.27306 4.76517  -0.172
C: -1.04301 2.00315 4.65059  -1.367
C: -0.87285 1.36426 3.36640  0.197
N: -0.46582 2.04783 2.31883  0.667
C: -0.19275 3.34808 2.36201  -0.183
O: -0.00722 4.09736 1.43869  -0.697
N: -1.15165 0.07099 3.24412  0.332
H: -0.03052 5.83580 4.59623  0.380
H: 0.34289 5.72620 2.83937  0.313
H: 1.53372 5.18739 4.03026  0.296
H: -0.61175 3.81670 5.70651  0.334
H: -1.47353 1.46638 5.48365  0.417
H: -1.41375 -0.43988 4.07133  0.274
H: -0.83911 -0.47921 2.41863  -0.220
O: 1.26510 -3.31762 1.12634  -0.785
C: 0.31079 -2.77781 1.67568  -0.222
O: -0.20096 -1.65679 1.48644  -0.220
C: -0.36641 -3.62326 2.80536  0.024
C: -1.66782 -3.38543 3.22323  -0.408
C: -2.26035 -4.12235 4.24798  -1.306
C: -1.48734 -5.08885 4.84736  1.063
O: -1.80032 -5.93980 5.90561  -0.513
C: -0.67449 -6.76701 6.06664  -0.241
O: 0.35056 -6.36613 5.19766  -0.501
C: -0.18799 -5.34338 4.42175  1.111
C: 0.38997 -4.63488 3.39884  -1.105
H: -2.23673 -2.61613 2.72302  0.630
H: -3.27808 -3.94641 4.56406  0.411
H: -0.96114 -7.81639 5.84620  0.223
H: -0.31790 -6.70584 7.11225  0.218
H: 1.38522 -4.82843 3.03331  0.505

***

4.
Formula: C45H37O28S2
Source: the OMol25 dataset
Level of theory: ωB97M-V/def2-TZVPD

Results
* charge: +1
* spin multiplicity: 1
* maximum force: 2.7 eV Å⁻¹
* gap between HOMO and LUMO: 0.2641 Eh
* M: 1089.9 g/mol

Each line ends with the Mulliken charge.
Atoms and positions in Å:
C: -3.62018 6.68925 -1.15006  -0.931
C: -3.59039 5.50568 -2.28243  -0.297
S: -2.77647 3.90726 -1.75580  -0.036
C: -2.40338 3.84845 0.07528  -0.549
S: -3.23186 2.33279 0.89272  -0.016
H: -2.59512 7.27925 -1.03481  0.286
H: -4.40951 7.49709 -1.53650  0.317
H: -3.98885 6.35704 -0.08976  0.250
H: -4.68966 5.29742 -2.67267  0.326
H: -2.94451 5.92894 -3.19212  0.296
H: -2.63259 4.82730 0.67303  0.362
H: -1.23518 3.62803 0.17357  0.324
H: -2.84256 2.32677 2.27015  0.283
H: -4.62848 2.49590 0.89246  0.368
C: 1.91333 5.03519 3.31107  -0.848
C: 0.82392 4.28027 3.15611  0.277
C: 0.90667 2.79340 3.15598  0.983
O: -0.11413 2.12615 3.03045  -0.602
C: 2.23433 2.17704 3.30437  -0.427
C: 3.32403 2.93219 3.45584  -0.362
C: 3.23745 4.41807 3.48359  0.874
O: 4.25433 5.08497 3.64280  -0.604
O: 4.57521 2.35955 3.59309  -0.240
O: -0.42369 4.85320 2.99078  -0.643
H: 1.86733 6.11694 3.31535  0.455
H: 2.28247 1.09582 3.28464  0.572
H: 5.19780 3.11298 3.68906  0.348
H: -1.04693 4.09969 2.90088  0.219
C: -7.82904 0.03158 -0.89633  -1.067
C: -8.33248 -0.77469 -1.83292  0.361
C: -7.48037 -1.77763 -2.52980  0.788
O: -7.97544 -2.51767 -3.37257  -0.596
C: -6.05384 -1.83579 -2.17450  -0.565
C: -5.54987 -1.02706 -1.24036  -0.056
C: -6.40783 -0.04354 -0.52430  0.878
O: -5.91967 0.67367 0.34257  -0.659
O: -4.20956 -1.07454 -0.90348  -0.295
O: -9.66677 -0.70809 -2.18977  -0.554
H: -8.43749 0.76356 -0.38028  0.427
H: -5.44212 -2.55693 -2.70127  0.907
H: -4.09210 -0.39496 -0.20428  0.149
H: -9.78541 -1.39177 -2.88460  0.356
C: -1.70703 -3.94884 -5.98064  -0.796
C: -2.16320 -3.36233 -4.87220  0.677
C: -3.41876 -3.82022 -4.21529  0.618
O: -3.80289 -3.27408 -3.18709  -0.456
C: -4.16096 -4.92529 -4.84183  -0.973
C: -3.70643 -5.50937 -5.95219  0.258
C: -2.43683 -5.06959 -6.59317  0.707
O: -2.03507 -5.63805 -7.60292  -0.593
O: -4.40034 -6.54664 -6.54779  -0.568
O: -1.48406 -2.30663 -4.29220  -0.419
H: -0.79470 -3.62763 -6.46727  0.444
H: -5.08114 -5.23638 -4.36410  0.519
H: -3.86811 -6.79925 -7.33355  0.351
H: -2.01314 -2.05809 -3.50316  0.199
C: 0.23406 2.12515 -6.16422  -0.988
C: 1.38840 2.66644 -6.55821  0.315
C: 2.60737 1.83321 -6.75176  0.914
O: 3.64881 2.35594 -7.13275  -0.597
C: 2.50984 0.39289 -6.46791  -0.826
C: 1.35630 -0.14762 -6.07060  0.395
C: 0.13089 0.68105 -5.90381  0.955
O: -0.91944 0.15254 -5.55503  -0.555
O: 1.25829 -1.50006 -5.79950  -0.540
O: 1.49370 4.02343 -6.80234  -0.565
H: -0.66023 2.71867 -6.02174  0.449
H: 3.40774 -0.19808 -6.59543  0.443
H: 0.32454 -1.64552 -5.53221  0.270
H: 2.42583 4.16779 -7.07541  0.354
C: 6.71834 -2.85553 1.56925  -1.021
C: 7.78411 -2.16737 1.98310  0.393
C: 7.63707 -0.86831 2.69617  0.805
O: 8.63430 -0.26807 3.08121  -0.614
C: 6.27709 -0.34851 2.90801  -0.408
C: 5.21160 -1.03515 2.49101  -0.137
C: 5.35790 -2.34701 1.80272  0.843
O: 4.35904 -2.96358 1.44736  -0.565
O: 3.93075 -0.55119 2.68442  -0.415
O: 9.06602 -2.63770 1.76491  -0.558
H: 6.81064 -3.80209 1.05174  0.432
H: 6.18521 0.60523 3.41168  0.559
H: 3.33464 -1.22866 2.29688  0.319
H: 9.66178 -1.96317 2.15779  0.350
C: 4.23486 1.99438 6.83686  -0.719
C: 5.43980 1.55607 7.20665  0.151
C: 6.06312 1.99392 8.48626  0.849
O: 7.16332 1.55938 8.80835  -0.602
C: 5.32108 2.95030 9.32251  -0.893
C: 4.11768 3.39115 8.95085  0.374
C: 3.48288 2.93192 7.68504  0.849
O: 2.36776 3.34071 7.37918  -0.645
O: 3.41599 4.29210 9.73066  -0.560
O: 6.15372 0.67679 6.41337  -0.471
H: 3.76904 1.68257 5.91052  0.553
H: 5.79333 3.27406 10.24115  0.425
H: 2.57569 4.45484 9.24907  0.347
H: 6.99128 0.50946 6.89790  0.350
C: -0.66179 -6.24207 0.72488  -0.992
C: -1.95731 -6.55946 0.68479  0.432
C: -2.97732 -5.58765 0.20232  0.889
O: -4.15813 -5.91450 0.15907  -0.629
C: -2.51722 -4.25082 -0.20485  -0.448
C: -1.22207 -3.93248 -0.16141  -0.034
C: -0.19949 -4.91345 0.29484  0.919
O: 0.98555 -4.59772 0.30633  -0.589
O: -0.78307 -2.67704 -0.54003  -0.543
O: -2.39964 -7.80541 1.08987  -0.561
H: 0.09054 -6.93949 1.07121  0.428
H: -3.27099 -3.54827 -0.53652  0.413
H: 0.19156 -2.69449 -0.42054  0.318
H: -3.37348 -7.78990 0.96465  0.349